No. 1
{"formula": "C41H35InN6O5SSe", "method": "the ωB97M-V functional and the def2-TZVPD basis", "e_tot_ha": -5277.8684, "e_above_lowest_ev": 0.000, "charge": -2, "gap_ev": [4.443, 4.426], "species": ["H", "H", "C", "C", "H", "C", "C", "H", "H", "H", "C", "C", "C", "O", "H", "H", "C", "H", "H", "C", "H", "C", "N", "C", "C", "S", "H", "C", "H", "C", "H", "H", "H", "H", "C", "C", "C", "C", "Se", "H", "O", "C", "H", "C", "C", "H", "In", "H", "H", "N", "C", "H", "C", "H", "C", "C", "C", "O", "H", "C", "C", "C", "C", "N", "H", "C", "H", "O", "H", "O", "C", "N", "H", "H", "C", "H", "H", "C", "N", "C", "C", "C", "C", "H", "C", "C", "H", "C", "N", "H"], "xyz": [[-1.46, -5.59, 3.21], [6.78, 3.85, 0.13], [3.38, -0.93, 0.06], [-2.99, 0.71, -5.26], [1.46, 2.83, 4.47], [-3.79, 3.09, 1.21], [-3.92, -1.09, 0.80], [-2.87, 2.82, -4.89], [-1.99, -6.59, -0.35], [-4.02, 3.40, 0.19], [-5.24, -0.59, -1.14], [4.98, -0.26, -2.06], [2.78, -2.48, 1.82], [-0.87, -0.21, 2.36], [2.10, -2.83, 2.58], [5.76, -3.37, 0.43], [6.04, 4.52, -1.78], [-0.41, -2.17, -0.22], [-3.04, -1.43, -5.33], [-4.03, -0.48, -0.45], [-3.16, -6.46, 0.96], [-0.64, 2.48, 3.12], [0.90, 2.47, 1.21], [-2.83, 0.26, -1.00], [-3.00, -0.56, -4.69], [0.27, -1.09, 2.39], [2.82, 4.21, -2.80], [3.75, 0.37, -1.78], [-7.24, -1.38, -1.13], [-4.96, -1.82, 1.33], [-4.12, 2.07, 1.38], [-2.98, -0.97, 1.34], [-1.61, -7.25, 1.25], [-4.85, -2.30, 2.30], [-1.20, -4.14, 0.17], [5.39, -1.26, -1.24], [4.67, 3.52, -0.07], [-2.88, 1.83, -4.44], [0.54, -0.70, -2.35], [-0.43, -3.41, 3.88], [0.88, -1.28, 3.69], [-6.16, -1.93, 0.64], [-4.28, 3.73, 1.94], [3.55, 3.61, -0.89], [-2.94, -0.71, -3.32], [-0.62, 2.30, 4.18], [0.21, 0.86, -0.39], [4.55, 3.07, 0.91], [5.57, 0.06, -2.91], [-1.88, 2.65, 2.72], [-2.09, -6.43, 0.72], [-6.99, -2.50, 1.05], [2.46, -1.33, 1.10], [-2.94, -1.69, -2.87], [-6.30, -1.31, -0.59], [3.96, -3.19, 1.58], [-0.64, -2.92, 0.54], [-1.53, 3.74, 0.70], [-2.65, 2.54, -2.42], [5.91, 3.96, -0.51], [2.23, 3.06, -0.47], [-1.22, -4.84, 2.46], [3.70, 4.17, -2.16], [2.10, 2.94, 0.85], [-3.06, 0.83, -6.33], [-2.83, 0.41, -2.50], [2.19, 3.85, 3.21], [1.35, 2.81, -1.33], [3.34, 1.11, -2.46], [-2.83, 2.51, 3.59], [4.93, 4.62, -2.60], [3.02, 0.10, -0.73], [7.01, 4.85, -2.12], [2.58, 2.14, 3.27], [-1.49, -5.11, 1.12], [-1.41, -4.32, -0.88], [6.33, -1.79, -1.41], [-2.30, 3.16, 1.41], [-1.94, 0.67, -0.22], [0.64, 2.56, 2.49], [4.85, -2.80, 0.63], [-0.66, -3.64, 2.84], [-0.36, -2.69, 1.88], [-5.37, -0.12, -2.11], [1.78, 2.86, 3.43], [4.56, -1.68, -0.17], [4.15, -4.08, 2.17], [-2.78, 1.68, -3.07], [1.31, -0.59, 1.28], [5.03, 5.04, -3.59]]}



No. 2
{"formula": "C41H35N3O4STeV", "method": "the ωB97M-V functional and the def2-TZVPD basis", "e_tot_ha": -3658.6644, "s_squared": 2.01, "e_above_lowest_ev": 0.586, "charge": 1, "spin_multiplicity": 3, "gap_ev": [6.964, 7.127], "species": ["C", "C", "C", "H", "C", "H", "C", "O", "N", "C", "H", "C", "N", "C", "H", "H", "C", "H", "H", "H", "V", "C", "H", "O", "C", "C", "H", "C", "C", "H", "H", "O", "C", "C", "H", "C", "C", "H", "C", "C", "H", "H", "H", "H", "C", "H", "C", "H", "H", "C", "C", "H", "H", "O", "C", "C", "C", "N", "H", "C", "S", "C", "H", "C", "H", "C", "C", "C", "H", "H", "C", "C", "C", "C", "C", "H", "C", "Te", "H", "H", "H", "C", "C", "H", "H", "H"], "xyz": [[-2.47, -0.98, -1.23], [5.12, -1.80, -2.43], [-4.12, -4.93, 0.08], [-4.10, -5.57, -0.79], [1.92, 4.17, 4.19], [1.27, -1.98, -2.57], [-3.08, 1.12, -2.19], [-1.55, -1.72, -0.55], [0.30, -1.78, 2.41], [-0.10, 4.48, -1.83], [0.44, 2.47, -2.36], [0.76, 1.19, 0.87], [1.89, -1.78, 0.77], [-1.03, 2.52, -0.79], [-5.30, -1.30, -2.97], [3.53, -2.54, 2.91], [-4.24, -5.46, 1.36], [-4.61, 1.61, -4.61], [2.66, -2.76, 5.25], [-2.39, 5.32, 0.52], [-0.08, -1.64, 0.34], [4.44, -1.19, -3.48], [-1.23, -1.72, 3.79], [-4.11, -3.75, -2.46], [-1.77, 4.70, -0.10], [2.35, -1.90, -2.52], [0.38, 2.19, 1.08], [-1.10, 1.03, -0.66], [-3.91, -3.04, -1.50], [-2.53, 2.86, 0.71], [-4.38, -5.02, 3.45], [2.88, -4.13, 0.56], [-4.02, -3.56, -0.10], [-4.44, -0.81, -2.53], [2.12, 2.20, -0.49], [4.44, -2.46, -1.42], [-2.21, 0.37, -1.39], [-4.04, -1.64, 0.86], [1.61, -2.00, 2.17], [-0.18, -1.90, 3.66], [4.97, -2.94, -0.60], [6.20, -1.77, -2.40], [-4.26, -2.57, 3.13], [2.52, -0.81, -4.35], [1.87, 5.36, 3.48], [0.25, -2.32, 5.70], [-3.60, -1.58, -1.73], [0.90, 0.69, 1.82], [1.51, 4.12, 5.19], [3.01, 4.31, 1.64], [2.50, 3.04, 3.63], [5.24, 0.62, -4.31], [6.21, -0.81, -4.66], [0.77, -3.43, -0.60], [-4.28, -4.61, 2.46], [2.08, 1.29, 0.11], [2.50, -2.36, 3.16], [-0.28, 0.41, 0.13], [2.24, 0.43, -0.55], [-1.84, 3.32, 0.00], [2.15, -3.11, -0.13], [-4.20, -3.23, 2.28], [3.46, 4.37, 0.65], [2.42, 5.43, 2.21], [4.69, -0.54, -5.52], [3.05, -1.26, -3.52], [3.05, -2.50, -1.48], [2.00, -2.48, 4.44], [-0.84, 6.36, -1.10], [-6.01, 0.78, -3.92], [3.05, 3.11, 2.35], [-4.07, -2.71, 1.00], [-0.89, 5.28, -1.02], [5.19, -0.45, -4.56], [-0.17, 3.10, -1.72], [2.54, 2.12, 4.18], [-5.11, 1.34, -3.67], [3.77, 1.38, 1.41], [-5.41, 2.27, -3.19], [-2.89, 2.17, -2.35], [-4.32, -6.53, 1.49], [0.65, -2.24, 4.70], [-4.19, 0.53, -2.78], [1.42, 6.24, 3.92], [0.56, 4.93, -2.55], [2.39, 6.36, 1.65]]}



No. 3
{"formula": "C41H37Cl5F3N4O3S3SiYb", "method": "the ωB97M-V functional and the def2-TZVPD basis", "e_tot_ha": -7272.4256, "s_squared": 0.75, "e_above_lowest_ev": 1.323, "charge": -2, "spin_multiplicity": 2, "gap_ev": [1.856, 5.355], "species": ["H", "C", "F", "C", "C", "C", "H", "C", "C", "C", "C", "H", "H", "C", "S", "H", "N", "S", "C", "C", "C", "H", "H", "H", "H", "C", "H", "C", "H", "H", "Cl", "Cl", "H", "H", "H", "N", "O", "F", "H", "C", "H", "H", "H", "C", "H", "H", "C", "C", "C", "H", "C", "C", "O", "C", "N", "C", "H", "H", "C", "C", "C", "F", "C", "C", "O", "C", "H", "C", "H", "H", "H", "H", "N", "Yb", "Cl", "C", "H", "C", "C", "C", "H", "C", "C", "H", "C", "S", "Cl", "H", "C", "Si", "H", "H", "H", "H", "C", "C", "C", "Cl"], "xyz": [[7.87, 11.61, 12.30], [12.87, 14.89, 10.39], [8.94, 17.52, 10.37], [13.78, 16.43, 15.68], [18.07, 16.40, 13.10], [14.85, 10.20, 21.00], [6.51, 15.28, 13.38], [12.28, 12.27, 16.99], [15.05, 14.09, 13.19], [10.76, 16.03, 11.74], [19.04, 10.16, 11.62], [6.30, 12.33, 15.70], [13.44, 17.13, 16.49], [7.06, 12.10, 12.79], [11.97, 11.59, 15.42], [6.40, 11.34, 13.27], [17.06, 15.99, 13.89], [12.12, 9.35, 12.46], [18.32, 17.73, 13.41], [12.58, 8.09, 11.25], [15.97, 9.40, 21.18], [11.73, 7.37, 11.14], [6.98, 13.63, 16.49], [13.84, 12.44, 19.03], [14.67, 16.87, 15.22], [10.88, 10.32, 11.43], [16.25, 9.24, 22.23], [7.57, 15.02, 13.24], [13.77, 14.48, 9.86], [15.00, 10.57, 17.64], [19.64, 11.35, 10.52], [20.20, 7.05, 13.77], [17.57, 15.99, 18.58], [8.21, 15.74, 13.68], [11.65, 15.25, 13.50], [12.89, 14.25, 16.21], [13.38, 10.24, 12.60], [9.05, 16.04, 8.66], [11.59, 15.17, 8.66], [17.35, 9.70, 13.35], [18.58, 15.79, 12.38], [17.05, 8.92, 18.03], [14.16, 10.48, 21.82], [17.87, 14.23, 17.40], [6.44, 12.64, 12.02], [11.14, 10.27, 10.36], [19.85, 9.12, 12.10], [11.73, 15.31, 9.72], [11.70, 15.37, 12.47], [12.70, 8.63, 10.30], [16.36, 9.28, 18.86], [12.92, 14.93, 11.85], [16.20, 9.90, 13.91], [9.77, 16.85, 9.52], [16.45, 17.05, 14.53], [9.34, 12.75, 14.66], [17.75, 12.22, 16.42], [16.40, 15.18, 13.74], [15.22, 10.08, 18.61], [14.03, 14.52, 12.60], [17.29, 18.10, 14.33], [10.32, 17.81, 8.74], [17.26, 13.20, 16.69], [15.86, 13.26, 16.26], [15.23, 12.31, 15.67], [10.41, 12.35, 15.08], [17.21, 19.11, 14.79], [15.91, 15.58, 17.31], [10.02, 16.63, 12.19], [5.86, 13.98, 15.21], [7.88, 15.03, 12.15], [17.70, 8.51, 20.27], [12.86, 13.42, 17.30], [14.95, 11.45, 13.54], [21.32, 8.77, 11.32], [6.66, 13.32, 15.51], [18.90, 14.17, 17.71], [14.47, 10.49, 19.72], [16.75, 8.99, 20.16], [13.98, 15.04, 16.19], [10.83, 11.34, 11.79], [13.34, 11.53, 19.44], [17.72, 10.29, 12.10], [13.55, 7.61, 11.68], [19.41, 8.42, 13.23], [11.94, 11.25, 18.34], [17.91, 8.19, 15.52], [12.82, 11.69, 20.40], [18.31, 8.90, 13.96], [7.80, 13.31, 14.03], [12.92, 16.39, 14.96], [9.88, 9.90, 11.58], [15.34, 16.44, 17.68], [18.92, 18.43, 12.79], [17.21, 15.37, 17.78], [15.25, 14.61, 16.60], [10.79, 16.09, 10.37], [16.56, 11.37, 11.30]]}



No. 4
{"formula": "C41H37Cl5P2Pt", "method": "the ωB97M-V functional and the def2-TZVPD basis", "e_tot_ha": -4686.7152, "s_squared": 6.03, "e_above_lowest_ev": 0.157, "charge": 2, "spin_multiplicity": 5, "gap_ev": [6.422, 3.457], "species": ["H", "C", "C", "H", "C", "C", "C", "C", "H", "H", "H", "H", "H", "H", "H", "C", "C", "C", "C", "P", "C", "Pt", "C", "Cl", "H", "C", "H", "H", "C", "H", "Cl", "C", "H", "C", "C", "Cl", "C", "C", "C", "H", "C", "H", "H", "C", "H", "H", "C", "C", "H", "C", "H", "C", "Cl", "H", "H", "C", "H", "C", "H", "C", "C", "C", "H", "H", "H", "C", "C", "H", "C", "Cl", "P", "C", "H", "H", "C", "C", "C", "H", "H", "C", "C", "C", "H", "H", "H", "H"], "xyz": [[1.74, 3.63, -1.38], [4.82, -0.38, 0.92], [-1.95, -4.56, -2.38], [-3.83, -3.63, -1.84], [1.40, 2.90, -2.12], [-3.55, 2.37, -1.68], [-2.17, -2.79, -0.74], [1.00, 1.62, -1.71], [-4.81, -0.10, -2.63], [-5.20, 1.79, 2.05], [-4.04, -0.12, 1.53], [-6.28, 0.22, -1.71], [-2.15, -0.42, 1.41], [-0.16, 3.39, 1.44], [-2.92, 2.40, -2.56], [1.39, 3.24, -3.48], [0.60, -2.83, 4.66], [-4.96, 1.92, -1.93], [-0.56, -4.56, -2.20], [1.01, 1.14, 0.05], [2.61, -2.89, 0.57], [1.88, -0.94, 0.23], [-4.44, 0.41, 0.66], [7.24, 0.27, 1.95], [1.11, -3.62, -1.17], [-5.19, 0.40, -1.73], [-1.47, -4.22, 1.67], [-2.77, -2.09, -0.18], [-0.21, -3.96, 4.83], [-3.32, 2.99, 1.63], [4.27, -0.43, 2.55], [-3.97, 2.93, 0.74], [0.07, -5.26, -2.75], [1.76, 2.51, 0.97], [1.46, 4.54, 2.28], [3.40, -1.33, -2.67], [-3.11, 2.84, -0.50], [3.95, -0.63, -0.13], [-0.14, -2.66, 2.36], [0.33, 0.25, -4.77], [-0.91, -3.82, 2.52], [1.84, -3.60, 0.92], [-2.40, -5.27, -3.08], [6.18, -0.08, 0.66], [-4.54, 3.88, 0.70], [3.09, -3.24, -0.36], [2.85, 4.64, 2.45], [5.77, -0.40, -1.72], [-5.70, 2.50, -1.36], [-2.75, -3.66, -1.68], [-1.35, 1.79, 0.56], [6.65, -0.06, -0.67], [6.32, -0.43, -3.33], [1.00, 2.54, -5.49], [-2.15, 3.35, -0.45], [4.43, -0.74, -1.42], [-1.56, -5.36, 3.88], [0.64, -2.18, 3.42], [1.68, 4.24, -3.79], [-1.16, -0.29, 0.98], [-0.79, -2.83, -0.51], [0.61, 0.68, -2.67], [-5.91, 1.98, 0.46], [-4.44, -1.29, -0.59], [3.37, -2.76, 1.36], [3.15, 2.64, 1.12], [0.03, -3.67, -1.29], [-0.25, -4.46, 5.80], [-0.69, 0.92, 0.59], [8.27, 0.36, -1.01], [-0.12, -1.74, 0.78], [3.69, 3.68, 1.88], [-5.17, 2.12, -2.99], [1.28, -1.32, 3.27], [-4.58, -0.21, -0.51], [1.00, 2.29, -4.43], [0.62, 1.00, -4.03], [3.27, 5.47, 3.03], [0.31, -0.33, -2.35], [-4.97, 1.78, 0.97], [-0.95, -4.47, 3.76], [0.92, 3.48, 1.56], [4.77, 3.75, 2.02], [1.20, -2.45, 5.49], [3.81, 1.92, 0.64], [0.81, 5.30, 2.71]]}



- Which formula does entry 4 have?
  C41H37Cl5P2Pt



- What is the charge in the first record?
  -2